(1)
Density functional theory data (the ωB97M-V functional and the def2-TZVPD basis) for C3H5N5 in the gas phase.

Atoms and positions in Å:
H  -0.13  -1.92  1.46
N  0.79  -2.25  1.30
C  1.17  -1.41  0.33
N  0.44  -0.22  -0.07
N  1.04  0.79  -0.76
N  0.08  1.63  -1.47
C  -0.99  1.33  -0.79
C  -0.77  0.33  0.30
N  -1.76  -0.07  1.10
H  -2.59  0.64  0.89
H  2.17  -1.45  0.00
H  1.95  0.19  -1.35
H  -1.97  1.88  -0.75

Computed properties:
SMILES: [H]/N=C\n1[nH]nc/c1=N\[H]
Total charge: 0
HOMO: -0.317 Eh
LUMO energy: -0.2 eV
Electronic energy: -390.93275 Eh
Frontier orbital gap: 8.4699 eV

***

(2)
Density functional theory data (the ωB97M-V functional and the def2-TZVPD basis) for C2H3N3OS in the gas phase.

Atoms and positions in Å:
C  -1.25  -1.82  0.76
C  0.28  -0.23  -0.44
N  -0.33  -2.23  0.00
N  -1.51  -0.57  1.00
N  -0.63  0.28  0.33
O  1.14  0.27  -1.22
S  1.68  1.91  -1.31
H  -1.82  -2.46  1.49
H  -0.77  1.13  0.84
H  2.51  1.29  -2.11

Computed properties:
Total charge: 0
HOMO: -0.301 Eh
LUMO energy: -1.3 eV
Electronic energy: -715.48105 Eh
Frontier orbital gap: 6.8888 eV

***

(3)
Density functional theory data (the ωB97M-V functional and the def2-TZVPD basis) for a molecular structure, C43H60AsN5PdSSi3.

Atoms and positions in Å:
Pd  0.40  0.05  0.09
C  0.87  0.93  6.22
C  1.08  -0.53  6.52
C  1.83  -0.94  7.62
C  2.05  -2.28  7.89
C  1.50  -3.25  7.06
C  0.74  -2.87  5.97
C  0.54  -1.52  5.70
N  -0.23  -1.14  4.55
C  0.22  -1.14  3.26
N  1.35  -1.93  3.09
C  2.35  -1.84  2.13
C  2.10  -1.84  0.75
C  3.16  -1.70  -0.17
C  4.45  -1.63  0.28
C  4.71  -1.73  1.65
C  3.69  -1.87  2.58
C  4.00  -2.05  4.04
N  -0.39  -0.54  2.29
C  -1.59  0.17  2.64
C  -1.51  1.39  3.30
C  -2.67  2.07  3.66
C  -3.91  1.53  3.34
C  -3.98  0.30  2.69
C  -2.83  -0.40  2.34
C  -2.91  -1.75  1.68
H  1.49  1.55  6.87
H  -0.17  1.23  6.37
H  1.13  1.16  5.18
H  2.25  -0.19  8.28
H  2.64  -2.57  8.74
H  1.64  -4.30  7.28
H  0.27  -3.61  5.33
H  -1.01  -0.51  4.71
H  1.70  -2.27  3.98
H  2.93  -1.69  -1.22
H  5.26  -1.52  -0.42
H  5.73  -1.72  2.00
H  5.08  -2.06  4.19
H  3.61  -3.00  4.41
H  3.58  -1.25  4.66
H  -0.54  1.80  3.54
H  -2.60  3.01  4.19
H  -4.81  2.06  3.59
H  -4.94  -0.13  2.46
H  -3.88  -1.89  1.20
H  -2.77  -2.55  2.41
H  -2.12  -1.86  0.93
S  -0.09  4.19  1.41
C  1.44  3.66  1.97
C  1.71  2.37  1.61
C  0.64  1.82  0.87
C  -0.41  2.68  0.68
C  -1.65  2.27  0.07
C  -2.83  3.00  0.02
C  -3.97  2.40  -0.49
C  -3.91  1.08  -0.93
C  -2.69  0.43  -0.87
N  -1.59  1.01  -0.41
H  2.08  4.33  2.51
H  2.62  1.86  1.88
H  -2.85  4.01  0.40
H  -4.90  2.95  -0.53
H  -4.78  0.57  -1.32
H  -2.58  -0.59  -1.21
C  2.75  -3.64  -3.42
Si  1.48  -2.57  -4.31
C  0.05  -3.64  -4.90
C  2.31  -1.87  -5.82
As  0.66  -0.82  -2.85
Si  2.45  0.76  -3.28
C  4.10  -0.10  -3.30
C  2.02  1.61  -4.87
C  2.41  1.96  -1.87
Si  -1.23  -0.17  -4.18
C  -2.62  -1.37  -3.79
C  -1.59  1.62  -3.78
C  -0.92  -0.27  -6.01
H  2.57  -4.68  -3.68
H  2.75  -3.57  -2.33
H  3.76  -3.39  -3.76
H  0.34  -4.69  -4.84
H  -0.16  -3.42  -5.95
H  -0.88  -3.51  -4.35
H  2.74  -2.72  -6.37
H  3.12  -1.18  -5.61
H  1.61  -1.38  -6.49
H  4.06  -1.14  -3.61
H  4.56  -0.04  -2.31
H  4.75  0.43  -4.00
H  2.00  0.92  -5.71
H  2.79  2.36  -5.08
H  1.06  2.12  -4.80
H  2.59  1.45  -0.93
H  1.44  2.47  -1.81
H  3.19  2.73  -1.99
H  -2.40  -2.05  -2.97
H  -2.83  -1.98  -4.67
H  -3.54  -0.83  -3.54
H  -1.03  1.98  -2.92
H  -2.65  1.78  -3.58
H  -1.32  2.23  -4.65
H  -0.71  -1.29  -6.36
H  -0.11  0.38  -6.33
H  -1.83  0.07  -6.50
C  -1.32  -4.39  -0.42
C  -0.42  -3.58  -1.36
C  0.14  -2.37  -0.68
N  0.84  -2.09  0.23
H  -1.65  -5.29  -0.94
H  -2.20  -3.82  -0.13
H  -0.79  -4.68  0.49
H  -0.96  -3.28  -2.24
H  0.45  -4.15  -1.66

Computed properties:
Total charge: +2
HOMO (alpha / beta): -0.469 / -0.469 Eh
LUMO energy (alpha / beta): -6.3 / -6.3 eV
Electronic energy: -5578.21187 Eh
Frontier orbital gap (alpha / beta): 6.5039 / 6.5015 eV

***

(4)
Density functional theory data (the ωB97M-V functional and the def2-TZVPD basis) for a molecular structure, C35H37FeN11O2S2.

Atoms and positions in Å:
Fe  -0.56  -0.93  -0.11
C  4.41  -5.26  -3.56
C  3.58  -4.15  -2.99
C  3.86  -2.81  -3.27
C  3.09  -1.81  -2.74
C  1.98  -2.09  -1.87
N  1.24  -1.13  -1.36
C  1.57  0.24  -1.55
C  2.72  0.79  -0.99
C  3.00  2.14  -1.14
C  2.15  2.97  -1.86
C  2.46  4.43  -2.04
C  0.99  2.42  -2.39
C  0.69  1.07  -2.24
N  -0.50  0.55  -2.80
C  -1.20  1.05  -3.85
C  -2.33  0.29  -3.99
C  -2.24  -0.67  -2.97
N  -1.14  -0.52  -2.26
C  1.68  -3.48  -1.63
C  2.47  -4.45  -2.19
N  0.59  -3.88  -0.83
C  0.41  -5.11  -0.26
C  -0.82  -5.13  0.32
C  -1.35  -3.86  0.07
N  -0.51  -3.11  -0.63
H  5.21  -4.87  -4.19
H  3.81  -5.95  -4.15
H  4.87  -5.84  -2.75
H  4.69  -2.56  -3.92
H  3.30  -0.78  -2.98
H  3.37  0.14  -0.42
H  3.90  2.55  -0.69
H  3.53  4.61  -2.00
H  1.99  5.03  -1.26
H  2.09  4.79  -3.01
H  0.30  3.06  -2.92
H  -0.84  1.88  -4.43
H  -3.10  0.39  -4.73
H  -2.92  -1.47  -2.73
H  2.22  -5.49  -2.04
H  1.18  -5.86  -0.29
H  -1.27  -5.94  0.86
H  -2.30  -3.44  0.37
O  -4.04  0.71  1.87
C  -3.74  0.40  3.16
C  -4.56  0.94  4.15
C  -4.32  0.65  5.48
C  -3.26  -0.17  5.84
C  -2.44  -0.69  4.87
C  -2.65  -0.41  3.51
C  -1.69  -0.90  2.49
O  -2.08  -0.96  1.24
N  -0.50  -1.19  2.90
N  0.39  -1.47  1.86
C  1.34  -2.24  2.23
S  1.36  -2.92  3.85
C  2.84  -3.94  3.54
C  3.75  -3.18  2.60
S  2.73  -2.58  1.22
H  -3.47  0.15  1.31
H  -5.39  1.57  3.85
H  -4.97  1.07  6.24
H  -3.09  -0.41  6.89
H  -1.60  -1.32  5.12
H  2.52  -4.89  3.10
H  3.32  -4.12  4.50
H  4.53  -3.81  2.18
H  4.20  -2.32  3.09
C  -0.69  5.65  -0.10
C  -2.20  5.60  0.17
C  -2.98  5.48  -1.14
C  -2.55  4.49  1.16
N  -2.00  3.19  0.78
C  -0.89  2.59  1.22
N  -0.75  1.47  0.56
N  -1.81  1.39  -0.28
N  -2.56  2.43  -0.17
H  -0.45  6.52  -0.70
H  -0.37  4.76  -0.65
H  -0.12  5.71  0.83
H  -2.49  6.53  0.67
H  -2.80  4.52  -1.62
H  -2.69  6.28  -1.82
H  -4.06  5.57  -0.96
H  -3.63  4.37  1.23
H  -2.16  4.72  2.15
H  -0.24  2.97  1.99

Computed properties:
Total charge: +1
HOMO (alpha / beta): -0.359 / -0.358 Eh
LUMO energy (alpha / beta): -2.1 / -4.6 eV
Multiplicity: 6
Electronic energy: -4168.62764 Eh
⟨S²⟩: 8.802
Frontier orbital gap (alpha / beta): 7.6970 / 5.1758 eV

***

(5)
Density functional theory data (the ωB97M-V functional and the def2-TZVPD basis) for 2 unconnected molecules or ions with the total composition C2H2O3.

Atoms and positions in Å:
C  0.52  0.58  -0.38
C  -1.57  -0.32  0.26
O  -1.95  0.24  1.18
O  1.45  -0.09  -0.80
O  -1.23  -0.94  -0.67
H  0.59  0.84  0.65
H  2.19  -0.31  -0.24

Computed properties:
Total charge: 0
HOMO: -0.298 Eh
LUMO energy: 0.4 eV
Electronic energy: -303.01582 Eh
Frontier orbital gap: 8.5419 eV

***

(6)
Density functional theory data (the ωB97M-V functional and the def2-TZVPD basis) for 12 unconnected molecules or ions with the total composition H24O12.

Atoms and positions in Å:
O  5.28  18.81  -7.34
H  5.62  18.72  -6.47
H  5.58  17.96  -7.69
O  1.26  14.25  -9.00
H  1.61  15.15  -9.08
H  0.43  14.41  -8.59
O  4.94  13.15  -8.25
H  4.38  12.37  -8.23
H  4.43  13.87  -7.81
O  6.40  16.33  -7.50
H  7.33  16.06  -7.48
H  6.16  16.29  -8.43
O  3.56  12.66  -5.96
H  2.81  13.10  -6.27
H  3.42  12.74  -5.05
O  7.13  15.77  -4.64
H  6.32  16.06  -5.11
H  7.11  16.15  -3.77
O  1.74  17.07  -9.10
H  2.14  17.63  -8.44
H  1.31  17.62  -9.71
O  3.64  15.37  -7.57
H  2.75  15.40  -7.19
H  4.12  15.95  -6.99
O  1.65  15.88  -5.85
H  1.20  16.60  -6.33
H  2.50  16.31  -5.58
O  4.54  16.30  -5.31
H  4.44  17.12  -4.80
H  4.27  15.71  -4.63
O  4.45  16.90  -10.19
H  4.35  16.76  -11.14
H  3.63  16.73  -9.76
O  2.70  18.36  -6.90
H  2.54  18.51  -5.97
H  3.64  18.42  -6.91

Computed properties:
SMILES: O.O.O.O.O.O.O.O.O.O.O.O
Total charge: 0
HOMO: -0.340 Eh
LUMO energy: -0.8 eV
Electronic energy: -917.24331 Eh
Frontier orbital gap: 8.4925 eV

***

In kJ/mol, the ΔE to the lowest compared entry with this formula, charge and spin values for the records above are, in order, 487.4; 565.0; 119.8; 92.7; 300.7; 215.4.